Entry from the OMol25 dataset: 3 unconnected molecules or ions with the total composition C13H33O2P (ωB97M-V/def2-TZVPD).

Computed properties:
HOMO level = -8.69 eV
structure (SMILES) = CCC[C@H](C)P.CCOCC.CCOCC
DFT total energy = -1006.86445 Eh
LUMO energy = 0.8 eV

```
! wB97M-V def2-TZVPD RIJCOSX def2/J DEFGRID3
* xyz 0 1
C 2.610 2.104 2.380
C 1.405 1.273 1.970
C 0.193 2.118 1.680
C -1.098 1.388 1.189
C -2.241 1.520 2.217
P -1.003 -0.418 0.778
H 3.468 1.441 2.360
H 2.494 2.552 3.361
H 2.806 2.893 1.658
H 1.697 0.726 1.077
H 1.197 0.516 2.719
H 0.473 2.840 0.919
H -0.055 2.692 2.572
H -1.421 1.888 0.283
H -2.859 2.383 1.987
H -1.847 1.634 3.221
H -2.882 0.647 2.173
H -0.026 -0.564 -0.227
H -0.475 -0.996 1.947
C 3.835 -0.584 -1.301
C 4.804 -0.057 -0.256
O 6.111 -0.589 -0.357
C 6.794 -0.344 -1.573
C 6.994 1.129 -1.888
H 3.771 -1.671 -1.248
H 2.840 -0.167 -1.135
H 4.139 -0.318 -2.314
H 4.447 -0.342 0.735
H 4.835 1.039 -0.274
H 6.290 -0.850 -2.404
H 7.766 -0.824 -1.459
H 6.047 1.654 -2.022
H 7.568 1.241 -2.808
H 7.535 1.622 -1.078
C -7.559 -2.000 -1.411
C -6.243 -2.267 -2.122
O -5.292 -1.228 -1.990
C -4.882 -0.918 -0.668
C -4.234 -2.072 0.072
H -8.004 -1.071 -1.770
H -8.257 -2.817 -1.595
H -7.430 -1.911 -0.331
H -6.424 -2.357 -3.194
H -5.815 -3.222 -1.796
H -5.724 -0.513 -0.094
H -4.157 -0.110 -0.772
H -4.922 -2.910 0.213
H -3.901 -1.743 1.054
H -3.369 -2.439 -0.479
*
```

Here are the Mulliken charges for atoms 1 to 2, given in e: atom 1 (C): -1.45, atom 2 (C): 0.36